{"formula": "H80O40", "method": "the ωB97M-V functional and the def2-TZVPD basis", "orbital_gap_ev": 9.4422, "energy_ev": -83193.641, "spin_multiplicity": 1, "symbols": ["H", "H", "O", "H", "H", "O", "H", "H", "O", "H", "H", "O", "H", "H", "O", "H", "O", "H", "O", "H", "H", "O", "H", "H", "O", "H", "H", "O", "H", "H", "O", "H", "O", "H", "H", "O", "H", "H", "O", "H", "H", "O", "H", "H", "O", "H", "H", "O", "H", "H", "O", "H", "O", "H", "H", "O", "H", "O", "H", "H", "O", "H", "H", "O", "H", "H", "O", "H", "H", "O", "H", "H", "O", "H", "H", "O", "H", "H", "O", "H", "H", "O", "H", "H", "O", "H", "H", "O", "H", "O", "H", "H", "O", "H", "H", "H", "H", "H", "H", "O", "H", "H", "O", "H", "H", "O", "H", "H", "O", "H", "H", "O", "H", "H", "O", "H", "H", "O", "H", "H"], "coordinates": [[3.43074, -1.04891, 5.98510], [4.43017, -0.17393, 5.12022], [3.45427, -0.38153, 5.21903], [-3.14158, 4.29309, -1.86798], [-4.58818, 4.80588, -1.21990], [-3.83989, 5.01532, -1.77768], [2.60271, 0.38050, 1.30827], [2.96164, -1.31698, 1.45376], [3.18497, -0.42141, 1.21497], [-0.52023, -3.33730, -4.61305], [-2.08607, -3.71885, -4.94506], [-1.43104, -3.26487, -4.29337], [-1.31254, -4.23657, -2.42346], [-0.72318, -4.84297, -1.22322], [-1.56316, -4.76819, -1.64427], [-5.13626, -4.58071, 0.76290], [-4.23200, -4.90537, 0.66300], [2.27704, -3.72788, -2.85179], [1.42316, -3.83958, -3.24569], [2.60554, 2.52604, -3.78577], [1.23172, 2.80766, -4.27284], [2.14659, 2.72389, -4.61122], [0.64620, -4.13645, 4.49739], [-0.72538, -4.34839, 3.88430], [0.07298, -3.83688, 3.82440], [-2.63718, -1.90112, 2.32742], [-2.39511, -0.28838, 2.55341], [-2.64615, -1.00353, 1.92357], [-3.62297, -2.75169, -1.17112], [-4.41265, -1.52283, -1.64144], [-4.43803, -2.44210, -1.51325], [2.48860, 1.59170, 5.72175], [2.19408, 2.46871, 6.03356], [-1.10693, 1.97777, -2.98957], [-0.43169, 2.49328, -1.56350], [-0.52987, 2.52018, -2.48093], [0.12767, 2.79282, 2.05819], [0.11294, 1.42800, 2.01496], [-0.56741, 2.17696, 2.16930], [-0.55483, 4.78654, 0.03000], [0.69638, 4.36181, 0.86919], [-0.17029, 4.16917, 0.63030], [-3.48712, 0.65919, -5.60980], [-3.55295, -0.97229, -5.69640], [-3.06701, -0.16963, -5.69607], [4.85193, -3.22668, -1.60565], [6.12854, -2.77879, -1.09104], [5.24288, -2.45950, -1.28505], [-0.00781, -0.33191, 1.49844], [0.23390, -1.05210, 0.17408], [0.69232, -0.37697, 0.74319], [-0.39386, -0.87800, -2.45584], [-0.08026, -1.68105, -2.94494], [1.35952, -3.03119, 1.95996], [1.75362, -4.09490, 0.99289], [2.06347, -3.40557, 1.49030], [3.42185, -1.49480, -5.70353], [4.28046, -1.15364, -5.44139], [1.61841, 3.00853, -1.03998], [1.92985, 1.45682, -1.44683], [1.99713, 2.15387, -0.83985], [-4.22424, 2.70423, 3.33245], [-4.05177, 4.21263, 2.81317], [-4.59564, 3.55999, 3.35998], [-5.48532, -2.39964, 0.45908], [-5.74219, -1.89539, 1.87199], [-6.06138, -2.51702, 1.23718], [-3.02139, 3.61970, -3.90867], [-2.03700, 3.95747, -4.91332], [-2.86708, 4.26355, -4.61830], [-2.25749, 1.17352, 0.84068], [-3.30019, 0.01263, 0.69791], [-3.09869, 0.91021, 0.51177], [-2.45315, 6.03460, 1.89178], [-1.36237, 4.97887, 1.98522], [-2.29195, 5.16286, 1.62138], [1.47706, -5.54307, -1.34472], [1.51526, -4.00018, -1.35023], [1.19657, -4.78671, -0.79111], [5.11203, 0.10625, -1.94482], [4.59017, 0.55588, -0.66048], [4.49060, 0.71890, -1.60567], [-0.65067, -1.18964, 5.32813], [-0.62132, 0.04570, 6.12433], [-0.32833, -0.30267, 5.31221], [2.28832, 2.60351, 0.84268], [3.09137, 2.89820, 2.29329], [2.29235, 2.60009, 1.77158], [2.02542, 1.04322, -4.90239], [1.35259, 0.20596, -4.99703], [1.03403, -1.17758, -6.34368], [-0.26178, -0.96922, -5.81977], [0.19102, -1.59864, -6.36978], [-0.83579, -1.76478, -3.56869], [-3.81079, -4.75181, -0.19634], [4.56986, -1.28145, -4.55609], [0.71779, -3.24861, -3.21058], [1.76169, 2.74479, 5.22820], [0.68048, 0.21503, -4.31801], [3.52257, 5.06490, 0.30725], [3.41506, 5.76199, -0.33980], [3.48255, 4.30490, -0.27803], [-2.74563, -2.25966, 4.01428], [-2.94049, -2.64171, 4.91665], [-3.68819, -1.97599, 3.93052], [2.67085, -0.76855, -2.91685], [3.30336, -1.00764, -2.23148], [3.14428, -0.12177, -3.41857], [-4.30445, -0.48478, 4.56856], [-3.76219, 0.24911, 4.27458], [-5.13424, 0.08799, 4.57354], [-1.95567, 0.99305, 3.91646], [-1.13746, 1.06911, 4.54976], [-1.46668, 1.56438, 3.26157], [1.74339, -0.88569, 3.51428], [0.87554, -0.92758, 3.77982], [2.09751, -1.78737, 3.46317], [5.35531, 3.60572, 1.99191], [4.56891, 3.77524, 1.55540], [5.66799, 2.78876, 2.33122]], "lowdin_charge": [0.088, 0.076, -0.105, 0.050, 0.033, -0.077, 0.017, -0.014, -0.099, 0.035, 0.144, -0.091, 0.001, -0.027, -0.045, 0.016, -0.069, 0.036, -0.017, 0.047, 0.050, -0.036, 0.024, 0.040, -0.010, 0.044, 0.020, -0.104, 0.008, 0.018, -0.001, 0.006, -0.061, 0.033, -0.007, 0.001, -0.004, 0.089, -0.051, 0.061, 0.007, -0.021, 0.011, 0.023, -0.017, -0.003, 0.055, -0.004, 0.071, 0.073, -0.090, 0.080, -0.081, -0.024, -0.046, 0.007, 0.036, -0.034, 0.039, 0.018, -0.006, -0.026, 0.047, -0.072, 0.011, 0.010, -0.046, 0.016, 0.000, -0.028, -0.021, -0.033, -0.050, 0.012, 0.074, -0.057, 0.079, 0.065, -0.087, 0.008, 0.039, -0.044, 0.043, 0.051, -0.013, -0.050, 0.087, -0.034, 0.095, -0.129, -0.007, -0.009, -0.048, 0.029, 0.008, -0.001, -0.051, 0.011, 0.003, -0.024, 0.057, 0.030, -0.125, 0.093, 0.030, -0.059, 0.015, -0.009, -0.077, 0.001, 0.108, -0.136, 0.085, -0.014, -0.034, -0.043, 0.045, -0.005, -0.065, 0.034]}

{"formula": "H80O40", "method": "the ωB97M-V functional and the def2-TZVPD basis", "orbital_gap_ev": 9.7120, "energy_ev": -83195.768, "spin_multiplicity": 1, "symbols": ["H", "H", "O", "H", "H", "O", "H", "H", "O", "H", "H", "O", "H", "H", "O", "H", "O", "H", "O", "H", "H", "O", "H", "H", "O", "H", "H", "O", "H", "H", "O", "H", "O", "H", "H", "O", "H", "H", "O", "H", "H", "O", "H", "H", "O", "H", "H", "O", "H", "H", "O", "H", "O", "H", "H", "O", "H", "O", "H", "H", "O", "H", "H", "O", "H", "H", "O", "H", "H", "O", "H", "H", "O", "H", "H", "O", "H", "H", "O", "H", "H", "O", "H", "H", "O", "H", "H", "O", "H", "O", "H", "H", "O", "H", "H", "H", "H", "H", "H", "O", "H", "H", "O", "H", "H", "O", "H", "H", "O", "H", "H", "O", "H", "H", "O", "H", "H", "O", "H", "H"], "coordinates": [[-2.07248, 2.48811, -3.84960], [-0.76751, 2.56388, -3.44000], [-1.60263, 2.83133, -3.09464], [-6.08602, 0.81391, 0.95805], [-4.84416, 1.34940, 1.44548], [-5.52053, 0.72926, 1.79932], [3.36354, -0.41322, -3.55762], [4.32046, -0.41430, -2.16979], [3.49693, -0.24729, -2.59833], [-5.42044, 1.47670, -2.14076], [-6.13710, 2.31086, -1.07816], [-6.11638, 1.44552, -1.45763], [0.89714, 3.78359, -0.54533], [0.94589, 4.77576, -1.64895], [0.45658, 4.64131, -0.82364], [3.14568, 2.77856, 3.96111], [3.56066, 3.43181, 3.41994], [-2.33518, -1.32828, -1.09433], [-2.36214, -0.39717, -0.63861], [6.45834, -0.93589, -0.97186], [6.55744, -0.58852, 0.62601], [6.49805, -0.31518, -0.29000], [5.33885, -0.71547, 2.91158], [4.10979, -1.17380, 2.00096], [5.01806, -0.91502, 2.00696], [-4.08791, 2.68518, -2.76455], [-4.99832, 2.26194, -3.90219], [-4.15025, 2.01710, -3.52491], [2.40714, -2.23992, -3.04814], [0.80110, -2.27608, -3.12143], [1.63236, -2.22191, -3.66899], [3.15546, 2.42847, -0.47080], [2.77538, 2.30530, 0.44166], [2.46520, -5.31207, 2.25446], [2.09252, -4.06274, 1.29518], [2.35820, -4.38189, 2.08849], [0.98053, 0.01239, 2.75125], [2.27181, 0.80881, 2.42601], [1.82609, 0.26912, 3.14168], [1.21975, 4.69420, 3.67882], [1.21731, 5.54497, 2.48518], [1.22534, 4.60296, 2.72880], [0.35859, -1.47735, -0.59913], [-0.82402, -1.24232, -0.17492], [0.07448, -0.95119, 0.16429], [-0.32116, -5.15179, 4.79193], [-0.73762, -3.72498, 4.95221], [-0.88110, -4.59823, 5.33886], [2.67047, 4.68112, -4.40073], [1.41421, 4.12897, -4.31446], [1.86005, 4.88873, -3.87147], [-1.84914, 2.09236, 3.49399], [-1.04411, 2.39655, 3.03320], [-0.14663, -1.58090, -3.53401], [-1.69139, -1.06066, -3.58695], [-1.01759, -1.68243, -3.26363], [1.17405, -3.27787, 2.91977], [0.80996, -3.36701, 3.82933], [-2.73302, 3.57730, -1.28990], [-4.02541, 2.96792, -0.88617], [-3.68528, 3.64584, -1.43894], [-4.45144, -1.08087, 2.00822], [-3.24016, -0.25669, 2.69674], [-3.51763, -0.83897, 2.03136], [1.00159, 1.31563, 0.35854], [-0.30515, 0.77927, -0.37273], [0.34672, 1.46919, -0.28671], [-6.03915, -2.54136, -1.28880], [-5.54071, -2.23740, 0.10243], [-5.20769, -2.42491, -0.78704], [4.12165, 1.37303, -2.67732], [3.14121, 2.43843, -2.94373], [4.02289, 2.15173, -3.20308], [-2.20518, -3.55579, 0.37246], [-1.68301, -3.97750, -1.08749], [-1.99895, -3.27467, -0.52884], [-3.65056, 0.33849, -3.44368], [-4.05059, -1.11053, -3.07296], [-3.42033, -0.59167, -3.58318], [-3.96110, 3.19527, 1.51279], [-5.10158, 3.96835, 2.13094], [-4.60158, 3.15011, 2.30619], [-3.47391, 0.55090, 5.08940], [-3.00368, 1.67264, 6.04283], [-2.87026, 0.79114, 5.75352], [5.81148, 2.16610, -1.33468], [5.19455, 1.68759, -0.05604], [5.06098, 2.29454, -0.76703], [-2.36064, -5.85632, -2.25918], [-1.43244, -5.84656, -2.26613], [0.42867, -3.45725, -0.72729], [1.78736, -2.80728, -1.16422], [1.37122, -3.64574, -0.84282], [-1.02770, 3.31403, 3.17212], [3.10946, 4.29732, 3.29631], [1.39941, -3.98782, 4.38296], [-2.85649, -0.58538, 0.09960], [3.18573, 3.03508, 0.92721], [-0.85247, -6.14081, -2.98155], [4.56620, -4.69757, 0.53103], [3.99710, -4.30504, 1.18983], [3.95102, -5.27732, -0.00180], [-2.57169, 2.12831, 0.80558], [-2.08756, 1.70333, 0.06761], [-1.92868, 1.86435, 1.48264], [-0.58814, 6.15791, 1.67983], [-1.38972, 5.64704, 1.61678], [0.02445, 5.90732, 0.95775], [3.09429, -5.61393, -3.02742], [2.63624, -4.75965, -3.06915], [2.81869, -6.06975, -2.24690], [-0.69054, -5.25251, 2.90970], [-1.45563, -5.51937, 2.46161], [-0.68043, -4.31423, 2.82409], [1.48296, 2.05122, -2.59251], [0.88804, 1.96529, -1.82354], [2.03964, 1.22109, -2.55994], [2.84489, -1.48131, -0.74722], [3.56280, -1.94195, -0.24998], [2.85566, -0.56034, -0.50108]], "lowdin_charge": [0.027, 0.008, -0.021, 0.068, -0.001, -0.114, 0.109, 0.050, -0.072, 0.004, 0.022, -0.033, 0.037, 0.018, -0.065, 0.016, -0.066, 0.074, -0.061, 0.008, 0.024, -0.024, 0.081, 0.010, -0.042, 0.036, 0.075, -0.090, 0.042, 0.021, -0.062, 0.048, -0.069, 0.091, -0.028, 0.000, 0.020, 0.035, -0.071, 0.045, 0.048, -0.059, 0.012, 0.024, -0.079, -0.008, 0.009, -0.090, 0.062, 0.043, -0.077, 0.050, -0.016, -0.053, 0.021, -0.023, 0.032, -0.125, 0.052, -0.001, -0.018, 0.041, 0.005, -0.032, -0.003, 0.012, -0.042, 0.055, 0.033, -0.058, -0.050, -0.023, -0.083, 0.069, 0.010, -0.025, -0.001, 0.047, -0.049, 0.037, 0.056, -0.100, -0.001, 0.024, -0.004, 0.048, 0.017, -0.049, 0.017, -0.029, 0.019, -0.004, -0.061, 0.012, 0.027, 0.111, -0.042, 0.048, 0.064, -0.073, -0.029, 0.055, -0.072, 0.040, 0.019, -0.067, 0.029, 0.025, -0.047, 0.014, 0.009, -0.032, 0.025, 0.010, -0.088, -0.002, 0.050, -0.061, 0.089, 0.057]}

Energy relative to the best compared isomer or geometry (same formula, charge and spin) for the records above, in order: 1174.62; 969.40 kJ/mol